[1]
The following is a DFT calculation (ωB97M-V/def2-TZVPD) of a cluster of 2 separate species, C4H9N2 in total.

Structure (XYZ):
```
15
Properties=species:S:1:pos:R:3
C 1.4162 -1.0474 0.4232
C 2.1675 -1.0480 1.5052
C -0.8742 0.8732 -0.8313
C -2.1172 1.7185 -0.6909
N -0.1843 0.4754 0.1164
N 0.9547 -1.8929 -0.4577
H 2.2665 -0.2279 2.1232
H 2.8077 -1.8903 1.8824
H -0.4132 0.7939 -1.8629
H -2.9231 1.0548 -0.4611
H -2.2973 2.2920 -1.5098
H -1.9484 2.1326 0.2118
H -0.3836 0.8203 1.0952
H 1.5182 -1.8878 -1.2895
H 0.0104 -2.1664 -0.2543
```

Relative energy (zero: lowest compared OMol25 entry of this formula, charge and spin)   410.4 kJ/mol
Frontier orbital gap   0.3685 hartree
Net charge   +1

Mulliken population analysis, charges in e, atoms 1 to 6: 0.598 -0.706 0.210 -1.165 -0.414 -0.276


[2]
The following is a DFT calculation (ωB97M-V/def2-TZVPD) of a structure of composition C28H20F12NO2PdTe.

Structure (XYZ):
```
65
Properties=species:S:1:pos:R:3
Pd -0.5674 0.6390 0.5483
C 5.0780 4.2449 1.3431
C 4.0790 3.1555 1.0509
C 4.2692 1.8572 1.5014
C 3.3346 0.8711 1.2555
C 2.1586 1.1338 0.5356
N 1.2860 0.1322 0.1921
C 1.6092 -1.2224 0.3778
C 2.6026 -1.7205 -0.4808
C 3.0280 -3.0308 -0.4398
C 2.4457 -3.9316 0.4452
C 2.8594 -5.3804 0.4746
C 1.4381 -3.4629 1.2712
C 1.0097 -2.1337 1.2741
C -0.1703 -1.7107 2.1808
O -0.3691 -0.3803 2.2440
C -1.4674 -2.4293 1.6602
F -2.5771 -1.8092 2.0851
F -1.5788 -3.7214 2.0336
F -1.5147 -2.4204 0.3126
C 0.1142 -2.1223 3.6538
F 1.2621 -1.5691 4.0659
F -0.8603 -1.6886 4.4679
F 0.2264 -3.4510 3.8842
C 1.9313 2.4716 0.0957
C 2.9042 3.4303 0.3591
C 0.6276 2.9058 -0.6422
O -0.2814 1.9240 -0.9662
C -0.0905 3.9848 0.2350
F 0.5964 5.1306 0.4091
F -1.2719 4.3401 -0.2999
F -0.3458 3.5029 1.4584
C 0.9947 3.5132 -2.0261
F 1.7627 2.6583 -2.7139
F -0.0986 3.7493 -2.7685
F 1.6652 4.6843 -1.9733
H 6.1025 3.8735 1.2755
H 4.9736 5.0717 0.6389
H 4.9452 4.6526 2.3492
H 5.1654 1.6063 2.0609
H 3.5065 -0.1343 1.6165
H 3.0393 -1.0204 -1.1828
H 3.8098 -3.3649 -1.1143
H 3.9101 -5.4958 0.2040
H 2.7161 -5.8105 1.4665
H 2.2716 -5.9755 -0.2295
H 0.9583 -4.1661 1.9380
H 2.7536 4.4434 0.0171
C -4.6762 0.2043 -0.0465
Te -2.9688 1.4944 -0.3036
C -2.6570 0.2395 -2.0117
C -4.0256 -0.2384 -2.4087
C -4.3152 -0.6651 -3.6997
C -5.5944 -1.0854 -4.0352
C -6.5969 -1.0796 -3.0762
C -6.3136 -0.6601 -1.7839
C -5.0329 -0.2435 -1.4390
H -5.4964 0.7192 0.4497
H -4.3656 -0.6391 0.5720
H -2.0023 -0.5793 -1.7150
H -2.1586 0.8207 -2.7832
H -3.5321 -0.6554 -4.4490
H -5.8099 -1.4085 -5.0460
H -7.5998 -1.3961 -3.3345
H -7.0963 -0.6517 -1.0338
```

Frontier orbital gap   0.2442 hartree
Net charge   -1

Mulliken population analysis, charges in e, atoms 1 to 6: 0.317 -1.698 0.136 -1.152 0.208 0.658


[3]
The following is a DFT calculation (ωB97M-V/def2-TZVPD) of a cluster of 2 separate species, C6H16ClNOP2 in total.

Structure (XYZ):
```
27
Properties=species:S:1:pos:R:3
C 0.4440 -3.3379 -0.1438
C 1.1497 -2.1582 0.4954
O 0.2023 -1.1838 1.0060
P -0.3489 -0.0607 0.0186
C -1.8749 0.5241 0.7408
C -2.9607 0.6112 -0.3261
N -2.8655 1.2374 -1.4165
P 0.9016 1.6682 -0.2518
C 2.3205 1.2094 -1.3373
C 1.5046 1.9913 1.4522
H -0.4218 -3.5953 0.4638
H 0.1112 -3.1135 -1.1562
H 1.1239 -4.1863 -0.1745
H 1.7120 -2.4968 1.3619
H 1.8726 -1.6966 -0.1807
H -0.6152 -0.5794 -1.2534
H -1.7077 1.4698 1.2616
H -2.1366 -0.2044 1.5129
H -3.8991 0.1132 -0.0943
H -1.9490 1.7003 -1.4896
H 2.3062 0.1478 -1.5792
H 3.2645 1.4294 -0.8445
H 2.2222 1.7559 -2.2699
H 2.5487 1.7055 1.5720
H 1.4242 3.0606 1.6294
H 0.9275 1.4595 2.2068
Cl -5.2560 2.5294 -1.2038
```

Frontier orbital gap   0.1723 hartree
Net charge   0

Mulliken population analysis, charges in e, atoms 1 to 6: -1.103 -0.124 -0.336 0.242 -0.542 -0.147


[4]
The following is a DFT calculation (ωB97M-V/def2-TZVPD) of a structure of composition C7H14O.

Structure (XYZ):
```
22
Properties=species:S:1:pos:R:3
C 3.0921 0.0730 -0.5635
C 1.9831 0.5339 -1.5978
C 0.5979 0.1307 -1.1863
C 0.0538 0.8124 -0.1309
C -1.1270 0.3199 0.5126
C -2.1445 -0.2683 -0.3154
C -3.4882 -0.5971 0.4216
H 3.1332 0.6905 0.3329
H 2.9884 -0.9682 -0.2864
H 4.0346 0.1697 -1.1165
H 2.2373 -0.1858 -2.4029
H 2.1348 1.5946 -1.8166
H 0.1726 -0.7546 -1.6400
H 0.6613 1.6546 0.2024
H -1.3061 -0.9740 0.3245
H -2.0865 0.0563 -1.3520
H -3.5660 0.2392 1.0863
H -3.3158 -1.5607 0.9086
H -4.2497 -0.6256 -0.3546
H 0.1618 0.1987 3.7171
H -0.1521 -0.0622 2.2146
O 0.1849 -0.4769 3.0423
```

Relative energy (zero: lowest compared OMol25 entry of this formula, charge and spin)   514.0 kJ/mol
Frontier orbital gap   0.3099 hartree
Net charge   0

Mulliken population analysis, charges in e, atoms 1 to 6: -1.074 -0.648 -0.355 -0.169 -0.361 -0.108


[5]
The following is a DFT calculation (ωB97M-V/def2-TZVPD) of a cluster of 2 separate species, C4H12N2O2S in total.

Structure (XYZ):
```
21
Properties=species:S:1:pos:R:3
C 0.8818 0.3878 1.7177
C -1.7188 -0.1340 1.6184
C 0.4327 0.3468 -3.1035
C -0.3212 -0.4301 1.2055
N 0.0262 -1.6969 0.9358
N -0.7139 0.6054 -0.7400
O 1.3069 -0.8263 -1.0490
O 1.6095 1.6466 -1.0561
S 0.7912 0.4974 -1.3598
H 0.6032 1.4669 1.6073
H 0.9824 0.1978 2.6902
H 1.6696 0.1432 1.1420
H -2.2574 -0.9558 1.3260
H -1.7120 0.0205 2.7814
H -2.3035 0.6552 1.1068
H -0.5514 -0.2596 -3.1416
H 0.4650 1.3438 -3.6245
H 1.2366 -0.1975 -3.6396
H -0.6734 -2.3821 1.0671
H 0.9927 -1.9034 0.8091
H -0.7460 1.4742 -0.2932
```

<S²>   2.007
Spin multiplicity   3
Relative energy (zero: lowest compared OMol25 entry of this formula, charge and spin)   0.0 kJ/mol
Frontier orbital gap (spin up / spin down)   0.2080 / 0.2676 hartree
Net charge   0

Mulliken population analysis, charges in e, atoms 1 to 6: -1.495 -1.336 -0.957 0.473 -0.312 -0.435


[6]
The following is a DFT calculation (ωB97M-V/def2-TZVPD) of a structure of composition C9H14FN5.

Structure (XYZ):
```
29
Properties=species:S:1:pos:R:3
C 2.5997 0.1369 0.4023
C 2.0871 1.1102 -0.3308
C 3.7523 0.0901 -0.4623
C -1.1351 -0.0812 0.6636
C -3.0965 -0.2694 -0.8333
C -3.3082 0.5196 1.6371
C -3.8917 0.6435 0.1640
C 2.1146 -0.8282 1.4382
C 4.7336 -0.9867 -0.7344
N 3.7734 1.1617 -1.3802
N 2.7431 1.9005 -1.1704
N -1.8482 0.3801 1.6212
N -1.8113 -0.5517 -0.5366
N -3.7165 -0.5273 -1.9538
F -5.1408 0.1908 0.1974
H -3.6786 1.3309 2.3021
H -3.6494 -0.4102 1.9435
H -3.8441 1.7063 -0.1987
H 2.4878 -1.7702 1.0099
H 2.7763 -0.5639 2.2237
H 1.0137 -0.5868 1.6157
H 5.3897 -0.7204 -1.5748
H 5.3987 -1.2898 0.1462
H 4.2384 -1.9094 -1.0230
H 2.6076 2.7977 -1.7137
H -1.5082 0.6386 2.4910
H -1.2322 -1.0701 -1.1623
H -4.7389 -0.1484 -2.0913
H -3.1161 -0.8934 -2.6900
```

Frontier orbital gap (spin up / spin down)   0.2557 / 0.2561 hartree
Net charge   +2

Mulliken population analysis, charges in e, atoms 1 to 6: 0.607 -0.015 0.429 -0.301 0.471 -0.858


[7]
The following is a DFT calculation (ωB97M-V/def2-TZVPD) of the ion C4H10N3S with charge +1.

Structure (XYZ):
```
18
Properties=species:S:1:pos:R:3
C -1.2980 -0.8149 -0.6270
C -1.2554 -0.5655 -1.9498
C 0.9532 -0.3482 -0.1522
C -0.5322 -0.4922 1.7150
N 1.1406 1.7932 -0.6875
N 1.6754 0.6979 -0.4266
N -0.4498 -0.1261 0.3714
S -0.2598 0.5586 -2.8541
H -1.9671 -1.6351 -0.1246
H -1.8665 -1.1739 -2.5951
H 1.5245 -1.1643 0.3579
H -1.3902 0.0170 2.2032
H -0.6452 -1.5000 1.6525
H 0.3614 -0.3501 2.3228
H 1.7590 2.4646 -1.0739
H 0.1514 1.3330 -1.7518
H 2.7564 0.6896 -0.4539
H -0.6435 0.9041 0.2572
```

Relative energy (zero: lowest compared OMol25 entry of this formula, charge and spin)   473.0 kJ/mol
Frontier orbital gap   0.3208 hartree
Net charge   +1

Mulliken population analysis, charges in e, atoms 1 to 6: -0.236 -0.322 -0.441 -1.115 -0.957 0.506